(1)
16
Properties=species:S:1:pos:R:3:nbo_charge:R:1 method="wB97M-V/def2-TZVPD" relative_energy_ev=3.728 homo_ev="-8.5 / -7.6" e_lumo_ev="-0.1 / -0.4" gap_ha="0.30891 / 0.26335"
C 1.69 -2.02 2.05 -0.538
C 0.85 -1.79 1.07 -0.046
C -1.19 1.12 -1.08 -0.623
C -0.24 1.32 0.09 -0.515
C 1.69 -0.28 -0.99 -0.425
S 1.52 1.33 -0.39 0.316
Cl -0.65 -2.46 0.72 0.022
Cl 3.27 -0.86 -1.25 0.054
H 1.49 -2.72 2.85 0.213
H 2.63 -1.50 2.09 0.227
H -2.20 1.37 -0.78 0.220
H -0.90 1.78 -1.91 0.216
H -1.18 0.09 -1.42 0.211
H -0.34 0.53 0.83 0.233
H -0.39 2.29 0.56 0.228
H 0.93 -0.69 -1.64 0.208


(2)
125
Properties=species:S:1:pos:R:3:mulliken_charge:R:1 method="wB97M-V/def2-TZVPD" homo_ev=-8.5 e_lumo_ev=0.3 gap_ha=0.32552
Sr 0.17 0.70 0.24 0.120
C 0.50 -3.13 0.19 -0.396
O -0.56 -3.02 1.23 -0.541
O 0.64 -1.81 -0.31 0.058
C 1.76 -4.08 0.58 0.279
F 1.33 -5.30 0.62 -0.302
F 2.71 -4.10 -0.33 -0.175
F 2.29 -3.81 1.77 -0.283
C -1.37 -4.21 1.49 -0.588
C -2.35 -3.77 2.62 -0.680
H -2.75 -2.77 2.48 -0.293
H -3.17 -4.45 2.84 0.473
H -1.68 -3.71 3.48 0.313
H -0.68 -5.00 1.81 0.401
H -1.83 -4.53 0.56 0.305
H 0.10 -3.69 -0.66 0.247
As 0.00 4.84 -1.09 1.976
F -1.58 4.66 -0.31 -0.474
F -0.71 4.05 -2.57 -0.550
F 1.64 4.90 -1.84 -0.530
F 0.59 5.62 0.43 -0.514
F 0.45 3.28 -0.24 -0.035
F -0.37 6.44 -1.76 -0.474
C 4.62 0.38 -0.07 -1.639
C 3.21 0.71 0.33 1.174
C 3.08 1.85 1.36 -1.316
O 1.71 1.81 1.81 0.699
C 1.52 3.03 2.57 -0.908
N 2.50 1.05 -0.89 0.182
H 4.84 -0.26 -0.92 0.146
H 5.05 -0.19 0.75 0.448
H 5.18 1.32 -0.04 0.420
H 2.71 -0.18 0.70 -0.602
H 3.37 2.83 0.96 0.476
H 3.75 1.64 2.19 0.406
H 1.74 3.93 1.99 0.257
H 2.12 2.95 3.48 0.410
H 0.53 3.09 3.03 -0.058
H 2.59 0.28 -1.53 0.394
H 2.97 1.82 -1.36 0.252
C -2.45 3.87 2.59 -1.590
C -2.34 2.29 2.58 0.879
C -3.67 1.54 2.70 -1.166
O -3.54 0.10 2.56 -0.284
C -4.74 -0.71 2.77 -0.886
N -1.78 1.98 1.26 3.555
H -2.70 4.25 3.57 0.461
H -3.25 4.17 1.91 0.417
H -1.55 4.31 2.16 0.245
H -1.75 1.95 3.43 -0.571
H -4.43 1.93 2.03 0.108
H -3.97 1.76 3.73 0.683
H -5.14 -0.57 3.77 0.219
H -4.56 -1.79 2.78 0.245
H -5.58 -0.49 2.12 0.370
H -2.02 2.80 0.73 -0.898
H -2.50 1.36 0.91 -1.544
C -1.80 0.09 -4.20 -1.626
C -0.59 0.13 -3.19 1.233
C 0.71 0.58 -3.97 -1.116
O 1.35 -0.53 -4.67 -0.352
C 2.29 -0.12 -5.59 -1.074
N -1.03 1.07 -2.15 0.151
H -1.96 1.01 -4.75 0.366
H -2.74 -0.29 -3.79 0.417
H -1.45 -0.59 -4.98 0.451
H -0.40 -0.83 -2.71 -0.137
H 1.43 1.03 -3.28 0.047
H 0.40 1.35 -4.68 0.849
H 1.73 0.52 -6.27 0.375
H 2.69 -0.97 -6.15 0.292
H 3.09 0.50 -5.17 0.394
H -1.05 2.00 -2.54 0.181
H -2.01 0.89 -2.02 -0.499
C -4.00 -2.15 -0.64 -1.636
C -3.37 -0.79 -0.81 0.988
C -4.35 0.41 -0.67 -0.345
O -3.65 1.60 -0.86 -0.423
C -4.48 2.81 -0.93 -0.810
N -2.24 -0.62 0.12 3.430
H -4.67 -2.13 0.22 0.334
H -3.28 -2.96 -0.70 0.278
H -4.77 -2.35 -1.38 0.508
H -2.95 -0.74 -1.82 -0.528
H -4.62 0.50 0.38 -0.349
H -5.28 0.30 -1.23 0.749
H -4.91 2.98 0.05 0.304
H -5.18 2.82 -1.77 0.282
H -3.79 3.64 -1.07 0.149
H -2.71 -0.74 1.01 -1.543
H -1.77 -1.50 0.01 -0.879
C 2.92 -3.32 -4.04 -1.351
C 3.66 -2.37 -3.04 0.458
C 4.85 -1.72 -3.72 -0.541
O 5.78 -2.73 -4.25 -0.384
C 7.02 -2.23 -4.78 -0.711
N 2.68 -1.41 -2.55 -0.318
H 3.66 -3.72 -4.73 0.426
H 2.18 -2.86 -4.68 0.171
H 2.44 -4.18 -3.58 0.278
H 4.11 -2.93 -2.22 0.376
H 5.33 -1.02 -3.03 0.300
H 4.45 -1.15 -4.55 0.169
H 7.53 -1.57 -4.08 0.280
H 6.82 -1.68 -5.70 0.276
H 7.67 -3.05 -5.09 0.245
H 2.15 -1.10 -3.36 0.108
H 1.99 -1.92 -2.01 -0.343
C 1.68 -1.00 3.83 -1.660
C 0.17 -0.74 3.91 0.764
C 0.01 0.33 5.03 -1.118
O -1.34 0.63 5.32 -0.240
C -1.44 1.54 6.39 -0.912
N -0.40 -0.48 2.63 1.882
H 2.35 -0.15 3.98 0.341
H 2.04 -1.49 2.93 0.199
H 2.00 -1.69 4.61 0.516
H -0.37 -1.61 4.26 0.299
H 0.43 1.22 4.57 0.100
H 0.50 0.03 5.96 0.695
H -0.96 2.48 6.11 0.338
H -1.03 1.10 7.30 0.376
H -2.49 1.67 6.64 0.229
H -0.33 -1.34 2.11 -0.892
H -1.38 -0.42 2.87 -0.139


(3)
108
Properties=species:S:1:pos:R:3:mulliken_charge:R:1 method="wB97M-V/def2-TZVPD" relative_energy_ev=0.000 homo_ev=-9.1 smiles=COC[C@H](C)N.COC[C@H](C)N.COC[C@H](C)N.COC[C@H](C)N.OCCO.CO.CO.CO.CO.CO e_lumo_ev=0.4 gap_ha=0.35068
C 5.30 4.04 -1.75 -0.666
O 4.18 4.78 -1.31 -0.370
C 3.35 4.01 -0.48 -0.417
C 2.24 4.89 0.07 0.322
C 1.24 4.11 0.90 -0.495
N 1.46 5.52 -1.02 -0.696
H 5.84 3.60 -0.91 0.305
H 6.00 4.70 -2.27 0.265
H 5.00 3.24 -2.43 0.225
H 2.86 3.22 -1.06 0.133
H 3.90 3.53 0.35 0.454
H 2.66 5.73 0.63 0.347
H 0.74 3.33 0.32 -0.387
H 0.49 4.80 1.28 0.369
H 1.72 3.63 1.75 0.198
H 2.10 5.87 -1.73 0.327
H 0.95 4.79 -1.52 0.126
C 2.28 -2.13 0.72 -0.530
O 1.92 -3.18 1.58 -0.040
C 3.06 -3.95 1.93 -0.985
C 2.67 -4.87 3.07 0.519
C 2.42 -4.09 4.35 -1.153
N 3.78 -5.85 3.26 -0.729
H 2.91 -1.38 1.19 0.375
H 1.36 -1.63 0.40 -0.178
H 2.77 -2.47 -0.20 0.416
H 3.40 -4.53 1.06 0.326
H 3.92 -3.33 2.23 0.424
H 1.81 -5.46 2.74 0.192
H 2.25 -4.75 5.20 0.376
H 1.58 -3.39 4.28 0.220
H 3.31 -3.48 4.57 0.268
H 3.69 -6.26 4.18 0.271
H 4.65 -5.33 3.26 0.265
C -5.60 -3.91 -5.51 -0.722
O -4.23 -3.66 -5.39 -0.383
C -3.93 -2.99 -4.20 -0.626
C -2.42 -3.01 -3.97 0.591
C -2.04 -2.57 -2.58 -0.785
N -1.69 -2.25 -4.99 -0.632
H -5.99 -4.49 -4.66 0.293
H -5.80 -4.48 -6.41 0.283
H -6.16 -2.97 -5.57 0.293
H -4.27 -1.94 -4.23 0.191
H -4.47 -3.41 -3.34 0.439
H -2.17 -4.08 -4.10 0.231
H -2.40 -3.25 -1.81 0.542
H -2.37 -1.55 -2.34 -0.418
H -0.95 -2.53 -2.45 0.305
H -1.65 -1.28 -4.69 0.068
H -2.19 -2.23 -5.87 0.325
C 3.51 1.21 7.48 -0.736
O 2.35 0.93 6.73 -0.340
C 2.58 0.87 5.35 -0.811
C 1.30 1.14 4.58 0.633
C 1.46 0.88 3.09 -0.753
N 0.83 2.51 4.79 -0.752
H 3.58 2.28 7.69 0.270
H 4.41 0.86 6.97 0.336
H 3.44 0.70 8.44 0.244
H 3.32 1.64 5.07 0.343
H 3.07 -0.06 5.02 0.357
H 0.53 0.47 4.98 0.209
H 2.13 1.63 2.65 0.237
H 0.51 0.97 2.56 0.205
H 1.99 -0.06 2.93 0.041
H 1.45 3.20 4.38 0.220
H 0.87 2.70 5.79 0.297
O -4.09 -0.65 -0.71 -0.647
C -5.07 0.39 -0.79 -0.272
C -5.66 0.44 -2.19 -0.431
O -6.38 -0.75 -2.51 -0.490
H -4.48 -1.43 -1.12 0.307
H -5.84 0.19 -0.04 0.335
H -4.66 1.38 -0.59 0.260
H -4.88 0.59 -2.93 0.061
H -6.31 1.32 -2.28 0.443
H -7.20 -0.74 -2.01 0.317
C -1.53 1.49 -4.03 -0.119
O -1.01 0.93 -5.24 -0.548
H -2.09 2.41 -4.25 0.389
H -2.11 0.81 -3.41 -0.008
H -0.67 1.83 -3.45 -0.036
H -1.76 0.88 -5.83 0.297
C -1.94 4.37 -1.03 -0.308
O -2.95 3.39 -1.07 -0.483
H -1.47 4.50 -0.05 0.208
H -1.14 4.09 -1.72 -0.066
H -2.29 5.36 -1.34 0.382
H -2.48 2.54 -1.10 0.418
C -0.60 0.26 -0.44 0.492
O -1.83 0.88 -0.77 -0.365
H -0.33 -0.46 -1.22 -0.182
H 0.16 1.02 -0.29 0.299
H -0.68 -0.34 0.47 -0.378
H -2.57 0.26 -0.69 0.013
C -1.39 -2.05 2.52 0.342
O -2.40 -2.53 3.41 -0.571
H -1.90 -1.69 1.62 -0.125
H -0.84 -1.23 2.97 -0.082
H -0.68 -2.86 2.30 0.160
H -2.87 -3.23 2.95 0.317
C 2.30 -0.24 -2.93 -0.461
O 2.73 0.90 -2.17 -0.354
H 1.75 0.07 -3.81 0.234
H 3.13 -0.89 -3.21 0.394
H 1.65 -0.84 -2.28 -0.049
H 3.57 0.65 -1.78 0.234


The records above yield calculated total energy values of -41190.8546 -141659.1686 -53464.5680 eV, respectively.